Computed, not measured: C5H2 in the gas phase, with ωB97M-V/def2-TZVPD.

HOMO level in eV: -9.48
Orbital gap in eV: 9.9732
Total energy in eV: -5207.781
Relative energy (zero: lowest compared OMol25 entry of this formula, charge and spin) in kcal/mol: 60.91
Max |F| in eV/A: 4.56
LUMO level in eV: 0.49

XYZ file:
```
7
Properties=species:S:1:pos:R:3:forces:R:3
C 0.8968 0.0230 0.0861 -0.2 0.6 -0.8
C -0.4797 -0.5443 -0.0652 1.1 -2.6 0.1
C -0.0951 0.6594 0.8637 1.1 0.3 2.5
C -1.2286 0.7104 0.0272 -3.6 2.8 -0.2
C -0.0359 0.6989 -0.8395 0.7 0.4 -2.0
H 1.9430 -0.0787 -0.0392 0.6 -0.8 0.4
H -1.0005 -1.4686 -0.0332 0.3 -0.7 -0.1
```
Forces are in eV/Å.